{"formula": "C23H22ClNPTm", "method": "ωB97M-V/def2-TZVPD", "species": ["Tm", "Cl", "P", "C", "C", "C", "C", "C", "C", "C", "C", "C", "C", "C", "C", "C", "C", "C", "C", "C", "C", "H", "H", "H", "H", "H", "H", "H", "H", "H", "H", "H", "H", "H", "H", "H", "H", "H", "C", "C", "C", "N", "C", "C", "H", "H", "H", "H", "H"], "xyz": [[-0.0489, -0.2226, 2.2652], [1.4640, -2.1272, 1.6328], [0.7426, -0.0300, -0.2201], [0.6700, 1.5809, 0.5422], [-0.2667, 2.5213, 0.0457], [-0.3036, 3.8033, 0.5676], [0.4956, 4.1960, 1.6448], [1.3637, 3.2735, 2.2076], [1.5153, 2.0020, 1.6405], [2.3673, -0.1729, -1.1441], [2.8204, -1.4100, -1.6502], [4.1308, -1.5386, -2.1212], [4.9948, -0.4571, -2.1980], [4.4934, 0.7661, -1.7791], [3.1957, 0.9505, -1.2955], [-0.5016, -0.1797, -1.5435], [-1.5432, -1.1193, -1.4251], [-2.3386, -1.4366, -2.5230], [-2.2688, -0.7169, -3.7107], [-1.3425, 0.3257, -3.7559], [-0.4488, 0.5953, -2.7222], [2.1787, -2.2940, -1.5885], [4.5065, -2.5107, -2.3993], [6.0080, -0.5692, -2.5895], [5.1516, 1.6120, -1.8142], [2.8567, 1.9411, -0.9673], [-1.0367, 2.1895, -0.6580], [-1.0096, 4.5290, 0.1639], [0.4584, 5.2301, 2.0346], [1.9744, 3.5727, 3.0652], [2.3349, 1.3728, 1.9694], [-1.7496, -1.5946, -0.4645], [-3.0207, -2.2758, -2.4669], [-2.8900, -0.9928, -4.5726], [-1.3114, 0.9261, -4.6502], [0.2680, 1.4276, -2.8168], [-1.5288, 0.9388, 1.4246], [-1.8691, 0.4158, 0.9393], [-3.8934, -2.5051, 3.0821], [-3.0429, -3.4613, 2.4554], [-1.7066, -3.1516, 2.2447], [-1.2514, -1.8839, 2.4628], [-2.0697, -0.9169, 2.9870], [-3.3801, -1.2354, 3.3402], [-4.9398, -2.7592, 3.4026], [-3.4531, -4.4336, 2.1578], [-1.0155, -3.8995, 1.8719], [-1.7941, 0.1472, 3.1347], [-3.9654, -0.4228, 3.7937]], "s_squared": 2.003, "homo_ev": [-14.2, -14.2], "total_charge": 2, "largest_force_ev_per_a": 6.677, "spin_multiplicity": 3, "gap_ha": [0.2453, 0.2474], "de_lowest_kcal_mol": 50.75}

***

{"formula": "C22H47AsO9RbSi", "method": "ωB97M-V/def2-TZVPD", "species": ["Rb", "O", "C", "O", "C", "O", "C", "C", "O", "O", "H", "H", "H", "H", "H", "C", "C", "C", "C", "O", "Si", "O", "O", "C", "C", "C", "C", "O", "C", "C", "C", "C", "H", "H", "H", "H", "H", "H", "H", "H", "H", "H", "H", "H", "H", "H", "H", "H", "H", "H", "H", "H", "H", "H", "H", "H", "H", "H", "H", "C", "C", "As", "C", "C", "C", "C", "H", "H", "H", "H", "H", "H", "H", "H", "H", "H", "H", "H", "H", "H", "H"], "xyz": [[-1.8041, -0.6088, 0.4630], [-3.0589, 3.8460, 3.2213], [-3.1741, 2.7438, 2.4410], [-2.9154, 2.7526, 1.2719], [-3.6586, 1.5636, 3.2469], [-3.7665, 0.4754, 2.3989], [-4.1105, -0.7463, 3.0510], [-4.0845, -1.8990, 2.0078], [-3.6644, -2.9823, 2.4508], [-4.4689, -1.6053, 0.8542], [-2.7084, 4.5408, 2.6448], [-4.6159, 1.8337, 3.7163], [-2.9383, 1.3988, 4.0628], [-5.1124, -0.6721, 3.4931], [-3.3862, -0.9562, 3.8450], [1.9069, 0.1365, 4.6964], [1.7399, -0.7827, 3.4904], [0.2650, -1.1571, 3.3271], [2.5832, -2.0430, 3.6636], [2.2305, -0.0584, 2.3752], [1.8478, -0.1585, 0.7531], [0.6122, 0.6819, 0.3003], [1.6875, -1.8084, 0.5006], [1.8506, -2.5362, -0.7099], [3.3152, -2.9511, -0.8272], [1.4349, -1.7126, -1.9245], [0.9629, -3.7705, -0.5856], [3.2888, 0.1988, -0.0022], [4.0317, 1.4052, 0.0518], [4.6252, 1.6063, -1.3393], [5.1404, 1.2252, 1.0860], [3.1546, 2.5983, 0.4218], [1.5957, -0.3593, 5.6191], [1.3084, 1.0391, 4.5620], [2.9533, 0.4312, 4.7929], [-0.1084, -1.6260, 4.2394], [0.1430, -1.8641, 2.5048], [-0.3162, -0.2525, 3.1298], [2.2554, -2.6121, 4.5379], [3.6316, -1.7692, 3.7965], [2.4976, -2.6713, 2.7776], [3.9503, -2.0669, -0.8690], [3.4783, -3.5540, -1.7247], [3.6003, -3.5426, 0.0452], [2.0635, -0.8276, -2.0295], [0.3997, -1.3782, -1.8350], [1.5229, -2.3154, -2.8328], [1.2289, -4.3285, 0.3136], [1.0708, -4.4272, -1.4518], [-0.0875, -3.4826, -0.5062], [5.2146, 0.7316, -1.6208], [5.2691, 2.4884, -1.3744], [3.8215, 1.7301, -2.0674], [5.7678, 0.3738, 0.8148], [4.7001, 1.0294, 2.0642], [5.7671, 2.1191, 1.1474], [2.3133, 2.6814, -0.2654], [3.7469, 3.5173, 0.3900], [2.7479, 2.4827, 1.4278], [-1.9234, -0.8693, -5.5046], [-3.1097, -0.3852, -4.6798], [-2.5715, 0.0401, -2.8338], [-1.5731, 1.7078, -3.1971], [-0.0676, 1.5481, -3.0070], [-4.2447, 0.8512, -2.1695], [-4.9307, 1.8612, -3.0797], [-2.2203, -1.1254, -6.5242], [-1.4614, -1.7533, -5.0605], [-1.1513, -0.0996, -5.5709], [-3.8844, -1.1532, -4.6257], [-3.5524, 0.5041, -5.1322], [-1.9641, 2.4535, -2.5001], [-1.8212, 2.0502, -4.2060], [0.1815, 1.2715, -1.9778], [0.4537, 2.4803, -3.2406], [0.3364, 0.7719, -3.6629], [-3.9721, 1.3240, -1.2212], [-4.9187, 0.0349, -1.9039], [-4.2540, 2.6619, -3.3846], [-5.7752, 2.3261, -2.5653], [-5.3218, 1.3945, -3.9850]], "homo_ev": -5.7, "total_charge": -1, "largest_force_ev_per_a": 0.282, "gap_ha": 0.2884, "de_lowest_kcal_mol": 13.91}

***

{"formula": "C16H33IN3O5S2", "method": "ωB97M-V/def2-TZVPD", "species": ["C", "C", "S", "O", "O", "N", "S", "O", "O", "C", "C", "O", "I", "H", "H", "H", "C", "C", "N", "C", "C", "C", "C", "H", "H", "H", "H", "H", "H", "H", "H", "H", "H", "H", "H", "H", "H", "H", "C", "C", "N", "C", "C", "C", "C", "H", "H", "H", "H", "H", "H", "H", "H", "H", "H", "H", "H", "H", "H", "H"], "xyz": [[3.1502, 3.8103, 2.5019], [2.5490, 3.4642, 1.5341], [1.6039, 2.7963, 0.2421], [1.9461, 3.5922, -0.9028], [0.2431, 2.8692, 0.6865], [1.9837, 1.2638, 0.0468], [3.4779, 0.7435, 0.2450], [3.5123, -0.6098, -0.2492], [3.9944, 0.8870, 1.5798], [4.6317, 1.6422, -0.8269], [4.1329, 2.1637, -2.1547], [4.4913, 3.2105, -2.5917], [2.7963, 0.9303, -3.2928], [3.6349, 4.1327, 3.3904], [5.0869, 2.4485, -0.2693], [5.3946, 0.9013, -1.0382], [-3.3850, -0.3962, -4.4230], [-3.0905, 0.1255, -3.0242], [-2.0679, 1.1489, -2.9920], [-1.6194, 1.4680, -1.6426], [-2.6225, 2.1043, -0.6737], [-2.2867, 2.2831, -3.8673], [-3.5664, 3.1126, -3.6717], [-2.4819, -0.7935, -4.8880], [-4.1215, -1.1996, -4.3665], [-3.7980, 0.3758, -5.0735], [-2.7355, -0.7105, -2.4163], [-4.0398, 0.4570, -2.5683], [-0.7420, 2.1137, -1.7124], [-1.2533, 0.5403, -1.1942], [-2.7853, 3.1602, -0.8859], [-2.2235, 2.0449, 0.3396], [-3.5892, 1.5958, -0.6796], [-2.2706, 1.9227, -4.8993], [-1.4170, 2.9383, -3.7866], [-4.4408, 2.4832, -3.4984], [-3.7628, 3.7043, -4.5692], [-3.4790, 3.8105, -2.8410], [-1.3137, -1.7759, 1.6630], [-0.9282, -2.8447, 2.6758], [0.2828, -3.5591, 2.3232], [0.5214, -4.7214, 3.1521], [0.7965, -4.5123, 4.6490], [1.4429, -2.7173, 2.0523], [1.9352, -1.7867, 3.1670], [-1.4436, -2.2094, 0.6705], [-2.2569, -1.3144, 1.9604], [-0.5723, -0.9801, 1.5964], [-1.7401, -3.5774, 2.7301], [-0.8687, -2.3747, 3.6723], [1.3517, -5.2850, 2.7170], [-0.3545, -5.3735, 3.0574], [1.8058, -4.1479, 4.8315], [0.7001, -5.4659, 5.1754], [0.0921, -3.8160, 5.1041], [1.2181, -2.1067, 1.1776], [2.2640, -3.3621, 1.7319], [1.1139, -1.2927, 3.6897], [2.5575, -1.0046, 2.7303], [2.5457, -2.3076, 3.9058]], "homo_ev": -5.7, "total_charge": -1, "largest_force_ev_per_a": 1.376, "gap_ha": 0.3046}

***

{"formula": "C3H2S5", "method": "ωB97M-V/def2-TZVPD", "species": ["C", "C", "C", "S", "S", "S", "S", "S", "H", "H"], "xyz": [[-1.1730, -0.6980, 0.5784], [-1.0973, 0.6525, 0.2830], [1.3421, -0.1346, 0.4726], [-2.6456, -1.0510, -0.3810], [-2.6141, 0.9827, -0.4479], [0.2393, -1.5799, 1.0574], [0.3862, 1.4204, 0.6820], [1.8373, -0.3729, -1.3276], [2.2357, 0.0645, 1.1247], [1.4895, 0.7164, -2.0417]], "s_squared": 2.015, "homo_ev": [-5.4, -8.7], "largest_force_ev_per_a": 4.965, "spin_multiplicity": 3, "gap_ha": [0.2064, 0.2360]}

***

What did the fourth record say?
{"formula": "C3H2S5", "method": "ωB97M-V/def2-TZVPD", "species": ["C", "C", "C", "S", "S", "S", "S", "S", "H", "H"], "xyz": [[-1.1730, -0.6980, 0.5784], [-1.0973, 0.6525, 0.2830], [1.3421, -0.1346, 0.4726], [-2.6456, -1.0510, -0.3810], [-2.6141, 0.9827, -0.4479], [0.2393, -1.5799, 1.0574], [0.3862, 1.4204, 0.6820], [1.8373, -0.3729, -1.3276], [2.2357, 0.0645, 1.1247], [1.4895, 0.7164, -2.0417]], "s_squared": 2.015, "homo_ev": [-5.4, -8.7], "largest_force_ev_per_a": 4.965, "spin_multiplicity": 3, "gap_ha": [0.2064, 0.2360]}